No. 1
Below is a cluster of 2 separate species, C4H8BrN in total at a distorted geometry, with properties calculated with wB97M-V/def2-TZVPD.

The energy is -75807.9027 eV. The spin multiplicity is 1. Its SMILES is CC(C)C#N.Br. The value obtained for the relative energy (zero: lowest compared OMol25 entry of this formula, charge and spin) is 160.1 kJ/mol. As for the largest force on an atom: 0.2411 Eh/bohr.

Element x y z (Å)
C1 1.02747 0.46032 -0.48791
C2 0.31675 -1.56329 1.09563
C3 -1.20257 -0.39184 -0.57386
C4 0.02959 -0.19153 0.40007
N1 1.61376 1.17907 -1.15913
Br1 0.86305 4.01477 -1.03142
H1 -0.16381 -1.61534 1.96477
H2 -0.02376 -2.44080 0.50729
H3 1.40993 -1.59679 1.31156
H4 -1.45676 0.66877 -0.95234
H5 -2.03605 -0.84043 0.12533
H6 -1.10835 -0.98755 -1.50825
H7 -0.28856 0.45913 1.26095
H8 1.01931 2.84553 -0.95269

---

No. 2
Below is a cluster of 2 separate species, CH2NO2S in total at a distorted geometry, with properties calculated with wB97M-V/def2-TZVPD.

As for the charge: -1. The energy is -17490.6773 eV. The spin multiplicity is 1. The value obtained for the relative energy (zero: lowest compared OMol25 entry of this formula, charge and spin) is 32.2 kJ/mol. As for the largest force on an atom: 0.0426 Eh/bohr.

Element x y z (Å)
C1 1.59886 -0.20290 -0.15394
N1 -0.87502 0.12415 -0.05079
O1 1.77365 0.82589 0.35893
O2 1.78405 -1.20629 -0.70624
S1 -2.41392 -0.85324 0.11353
H1 -1.06677 0.99276 -0.55184
H2 -0.80085 0.31963 0.99035

---

No. 3
Below is a cluster of 2 separate species, C3H5F2NO in total at a distorted geometry, with properties calculated with wB97M-V/def2-TZVPD.

The energy is -12160.8993 eV. The spin multiplicity is 1. The value obtained for the relative energy (zero: lowest compared OMol25 entry of this formula, charge and spin) is 384.6 kJ/mol. As for the largest force on an atom: 0.0753 Eh/bohr.

Element x y z (Å)
C1 -0.65948 0.70815 1.38394
C2 0.18467 0.59490 0.11580
C3 0.14508 -0.75469 -0.45667
N1 1.33642 -0.71523 -2.10635
O1 0.89012 -1.29013 -3.00958
F1 0.56029 -1.70422 0.39274
F2 -0.95758 -1.23420 -1.09073
H1 -0.77356 1.69960 1.65418
H2 -1.67619 0.33703 1.22325
H3 -0.24208 0.39888 2.40606
H4 1.26175 0.68852 0.16205
H5 -0.06945 1.27140 -0.67468

---

No. 4
Below is a cluster of 10 separate species, C5H34N3O9 in total at a distorted geometry, with properties calculated with wB97M-V/def2-TZVPD.

The energy is -28627.0489 eV. The spin multiplicity is 2. The value obtained for the relative energy (zero: lowest compared OMol25 entry of this formula, charge and spin) is 372.6 kJ/mol. As for the largest force on an atom: 0.1859 Eh/bohr.

Element x y z (Å)
C1 0.77114 -0.01543 -1.95091
N1 0.65815 0.17788 -0.52449
C2 -0.08254 -0.83884 0.14800
C3 -0.05617 -0.64947 1.68026
C4 -1.33527 -0.01244 2.14918
N2 -1.34521 1.41546 2.22080
C5 0.74149 1.33147 -2.61118
N3 -0.08669 2.27206 -1.60062
H1 -0.15931 -0.58295 -2.24189
H2 1.60698 -0.76449 -2.18082
H3 1.70993 0.18734 -0.16732
H4 0.33133 -1.94134 -0.10929
H5 -1.20957 -0.92764 -0.12294
H6 0.33224 -1.61963 2.16973
H7 0.72704 0.03679 1.77761
H8 -2.09463 -0.22067 1.29590
H9 -1.77394 -0.51190 2.95712
H10 -1.49681 1.73745 3.21586
H11 -0.54747 1.90382 1.97683
H12 1.75124 1.92066 -2.71332
H13 0.19019 1.46699 -3.56850
H14 0.07970 3.19076 -1.85057
H15 0.26348 1.84801 -0.57797
H16 -1.15814 2.19326 -1.42366
H17 -3.64192 -3.06195 0.34513
H18 -3.78422 -1.61141 0.13626
O1 -3.23161 -2.23719 0.44858
H19 1.12480 -3.93083 -2.15605
H20 1.49849 -2.78155 -1.09666
O2 1.12412 -2.92618 -1.89750
H21 -1.33806 -3.51907 3.31313
H22 -1.79980 -3.30633 1.86520
O3 -1.07470 -3.55900 2.40777
H23 3.87127 2.17555 -1.72702
H24 4.31084 0.94597 -0.93958
O4 3.70084 1.35618 -1.54231
H25 -3.91373 2.08649 0.07952
H26 -2.61278 1.56487 0.88824
O5 -2.94563 1.78095 0.01925
H27 2.52774 -3.00049 2.37592
H28 3.26767 -2.83317 1.07225
O6 2.42227 -3.09903 1.38835
H29 0.05630 3.81416 0.39204
H30 1.59174 3.76003 0.05393
O7 0.73786 4.12089 0.00088
H31 3.88450 0.09013 1.18362
H32 2.70879 -0.75069 1.75796
O8 2.91590 0.10754 1.28793
H33 -3.31611 0.85421 -3.18560
H34 -3.16582 1.49980 -1.93062
O9 -2.73595 0.86295 -2.48844

---

No. 5
Below is a structure of composition C3H2F3NO2S2 at a distorted geometry, with properties calculated with wB97M-V/def2-TZVPD.

The energy is -38548.1615 eV. The spin multiplicity is 1. The value obtained for the relative energy (zero: lowest compared OMol25 entry of this formula, charge and spin) is 0.0 kJ/mol. As for the largest force on an atom: 0.0709 Eh/bohr.

Element x y z (Å)
C1 -0.87482 -1.00553 0.21903
C2 -0.20459 -1.71562 -1.01301
C3 0.15798 0.13794 0.37567
N1 -0.37957 1.42949 0.52868
O1 0.17754 3.91376 0.69880
O2 2.02635 2.38259 0.22724
F1 -1.03142 -1.78093 1.35391
F2 -0.94834 -1.87280 -2.12975
F3 1.11647 -0.12424 1.33006
S1 0.98525 -0.36541 -1.19294
S2 0.63295 2.59507 0.38624
H1 -1.80877 -0.77637 -0.13029
H2 0.15098 -2.81793 -0.65366

---

No. 6
Below is a cluster of 6 separate species, C32H40N4O12 in total, with properties calculated with wB97M-V/def2-TZVPD.

The energy is -64349.6397 eV. The spin multiplicity is 1. Its SMILES is O=[N+]([O-])c1ccccc1.O=[N+]([O-])c1ccccc1.O=[N+]([O-])c1ccccc1.O=[N+]([O-])c1ccccc1.COCCOC.COCCOC. The value obtained for the relative energy (zero: lowest compared OMol25 entry of this formula, charge and spin) is 0.0 kJ/mol. As for the largest force on an atom: 0.0182 Eh/bohr.

Element x y z (Å)
C1 1.58213 -6.28605 1.09260
C2 0.51429 -5.79536 0.34607
C3 0.70955 -4.77585 -0.56884
C4 1.97901 -4.26652 -0.75088
C5 3.04655 -4.74910 -0.02638
C6 2.85249 -5.77569 0.89145
N1 2.17634 -3.14118 -1.66157
O1 1.18915 -2.59318 -2.11166
O2 3.32174 -2.80989 -1.88485
H1 1.40650 -7.08711 1.79874
H2 -0.45476 -6.24205 0.52409
H3 -0.14191 -4.39248 -1.11384
H4 4.05133 -4.36388 -0.12597
H5 3.70433 -6.13776 1.44982
C7 3.37350 -0.67385 6.17275
C8 4.54778 -1.17296 6.72373
C9 4.90706 -2.48917 6.48018
C10 4.13095 -3.26870 5.64428
C11 2.96138 -2.78276 5.09467
C12 2.60426 -1.46311 5.32492
N2 4.50375 -4.66121 5.39091
O3 3.86307 -5.27095 4.55364
O4 5.44205 -5.11119 6.01087
H6 3.06820 0.34675 6.37202
H7 5.18309 -0.54236 7.32805
H8 5.78722 -2.90382 6.95159
H9 2.31388 -3.40772 4.49510
H10 1.67736 -1.09961 4.90312
C13 3.62278 5.93244 -0.33666
C14 2.51375 5.21975 0.10347
C15 2.31233 5.03973 1.46048
C16 3.21158 5.59659 2.34190
C17 4.27903 6.36570 1.93298
C18 4.48086 6.54349 0.57103
N3 3.04637 5.33585 3.77235
O5 2.52402 4.27433 4.08219
O6 3.44693 6.17745 4.55489
H11 3.80679 6.12219 -1.38747
H12 1.81741 4.83478 -0.62920
H13 1.41638 4.55743 1.82638
H14 4.92799 6.79609 2.68278
H15 5.32891 7.12032 0.22880
C19 1.05157 -1.00552 2.04092
C20 1.40354 0.33451 2.17283
C21 0.77639 1.28909 1.39210
C22 -0.07537 0.87915 0.37876
C23 -0.37813 -0.45484 0.18882
C24 0.13029 -1.38041 1.07487
N4 -0.58394 1.86931 -0.57557
O7 -0.22775 3.02268 -0.42229
O8 -1.30962 1.46978 -1.45965
H16 1.49711 -1.74475 2.69187
H17 2.13835 0.63544 2.90875
H18 0.99402 2.34157 1.50447
H19 -1.04536 -0.77715 -0.59478
H20 -0.09059 -2.43960 1.02207
C25 -3.49061 2.52071 -3.92656
O9 -3.87791 2.28306 -5.25504
C26 -2.77975 2.11676 -6.10667
C27 -3.25099 1.53813 -7.41284
O10 -3.59059 0.18379 -7.25198
C28 -3.25610 -0.60212 -8.36510
H21 -2.84573 3.40753 -3.84023
H22 -2.95306 1.66827 -3.49736
H23 -4.38569 2.69829 -3.33363
H24 -2.05456 1.42114 -5.65472
H25 -2.27319 3.08012 -6.26686
H26 -2.46039 1.66327 -8.16186
H27 -4.12855 2.11289 -7.74242
H28 -3.66042 -0.17796 -9.29469
H29 -3.66960 -1.59606 -8.22356
H30 -2.16594 -0.66560 -8.48923
C29 -5.88093 1.93907 -0.66484
O11 -6.08266 0.71839 -1.31868
C30 -6.02698 -0.41372 -0.47637
C31 -4.70520 -0.58500 0.24655
O12 -3.56718 -0.63584 -0.56884
C32 -3.57412 -1.72356 -1.47155
H31 -4.84454 2.07078 -0.33992
H32 -6.58531 2.07854 0.16497
H33 -6.08461 2.73629 -1.38354
H34 -6.23617 -1.24976 -1.14876
H35 -6.85320 -0.40746 0.24883
H36 -4.76905 -1.44360 0.93187
H37 -4.57083 0.28920 0.89163
H38 -2.61292 -1.74910 -1.98015
H39 -4.37031 -1.64384 -2.21283
H40 -3.70885 -2.67119 -0.92733